ORCA calculation (ωB97M-V with the def2-TZVPD basis set) on C6H8OS as an isolated structure in a non-equilibrium geometry.

HOMO-LUMO gap: 7.185 eV
Energy relative to the best compared isomer or geometry (same formula, charge and spin): 908.3 kJ/mol

Element x y z (Å)
C1 -0.346 -1.475 -0.401
C2 0.071 -0.059 -0.178
C3 1.224 0.290 -0.960
C4 0.922 0.257 1.151
C5 -1.048 0.972 -0.062
C6 -1.749 2.045 -0.044
H1 -1.439 -0.516 1.616
H2 0.549 -2.238 -0.100
H3 -0.463 -1.939 -1.513
H4 1.322 -0.456 -1.723
H5 0.811 1.281 -1.644
H6 0.908 1.272 1.428
H7 0.922 -0.505 2.055
H8 -2.587 2.697 -0.099
O1 -1.570 -1.740 0.330
S1 2.473 0.113 0.144



ORCA calculation (ωB97M-V with the def2-TZVPD basis set) on one molecule with the formula C4H5N3S in a non-equilibrium geometry.

SMILES string: Cc1cc(=S)nn[nH]1
HOMO-LUMO gap: 7.879 eV
Energy relative to the best compared isomer or geometry (same formula, charge and spin): 230.1 kJ/mol

Element x y z (Å)
C1 -1.680 -0.868 0.000
C2 -0.393 -0.106 0.037
C3 0.846 -0.653 0.072
C4 1.980 0.214 0.011
S1 3.560 -0.291 -0.028
N1 1.788 1.620 0.086
N2 0.609 2.079 0.033
N3 -0.430 1.233 -0.050
H1 -1.437 -1.941 -0.220
H2 -2.380 -0.503 -0.766
H3 -2.206 -0.845 0.980
H4 1.001 -1.712 0.121
H5 -1.258 1.773 -0.275